(1)
{
  "formula": "C13H29Br2F6LiNO5S2Si3",
  "method": "wB97M-V/def2-TZVPD",
  "species": ["Br", "Br", "S", "S", "Si", "Si", "Si", "F", "F", "F", "F", "F", "F", "O", "O", "O", "O", "O", "N", "C", "C", "C", "C", "C", "C", "C", "C", "C", "C", "C", "C", "C", "Li", "H", "H", "H", "H", "H", "H", "H", "H", "H", "H", "H", "H", "H", "H", "H", "H", "H", "H", "H", "H", "H", "H", "H", "H", "H", "H", "H", "H", "H"],
  "xyz": [[-0.146, -3.282, -1.573], [-0.705, -0.566, -3.161], [-5.372, -2.357, -0.530], [-3.471, -0.873, 0.804], [1.017, 0.101, 1.682], [2.856, 0.199, -0.722], [0.733, 2.459, -0.312], [-3.619, -3.122, -2.378], [-5.003, -4.663, -1.761], [-4.100, 1.264, -0.666], [-3.785, 1.670, 1.440], [-5.621, 0.713, 0.791], [-3.354, -4.124, -0.460], [-2.867, -0.798, 2.099], [0.184, -1.375, 1.378], [-2.566, -0.974, -0.338], [-6.539, -3.096, -0.163], [-5.451, -1.302, -1.499], [-4.612, -1.945, 0.812], [1.352, 3.764, 0.915], [0.434, -2.099, -2.979], [-0.155, 1.053, 2.807], [3.007, 0.365, -2.616], [1.284, 0.748, 0.032], [4.382, 1.118, -0.074], [-1.149, 2.660, -0.367], [2.427, -0.324, 2.863], [-0.047, -2.403, 2.315], [3.248, -1.635, -0.432], [-4.306, 0.798, 0.566], [1.289, 3.144, -1.986], [-4.258, -3.641, -1.326], [-0.778, -0.802, -0.154], [2.046, 0.377, -3.129], [2.445, 3.780, 0.936], [3.522, 1.285, -2.893], [4.435, 1.075, 1.016], [4.341, 2.173, -0.357], [3.600, -0.466, -3.012], [2.022, -0.787, 3.767], [1.003, 3.568, 1.929], [-1.416, 3.604, -0.851], [3.354, -1.899, 0.620], [3.201, -0.979, 2.466], [1.004, 4.762, 0.633], [4.194, -1.875, -0.926], [-0.100, -2.017, 3.337], [5.307, 0.699, -0.478], [0.832, 4.128, -2.118], [0.374, 1.846, 3.339], [2.909, 0.609, 3.168], [-1.612, 2.666, 0.622], [2.371, 3.274, -2.048], [2.479, -2.295, -0.837], [0.977, 2.515, -2.819], [-1.617, 1.857, -0.944], [-0.562, 0.366, 3.554], [1.427, -1.746, -2.727], [0.751, -3.150, 2.263], [0.413, -2.652, -3.909], [-1.008, 1.492, 2.291], [-1.004, -2.881, 2.097]],
  "charge": -1,
  "e_homo_ev": -4.819,
  "e_above_lowest_ev": 0.361
}

(2)
{
  "formula": "C17H15FN4O11S4SbW",
  "method": "wB97M-V/def2-TZVPD",
  "species": ["W", "Sb", "S", "S", "S", "S", "F", "O", "O", "O", "O", "O", "O", "O", "O", "O", "O", "O", "N", "N", "N", "N", "C", "C", "C", "C", "C", "C", "C", "C", "C", "C", "C", "C", "C", "C", "C", "C", "C", "H", "H", "H", "H", "H", "H", "H", "H", "H", "H", "H", "H", "H", "H", "H"],
  "xyz": [[0.559, 0.744, 0.501], [3.351, 2.593, 2.182], [0.928, 1.760, 2.448], [4.332, 2.701, 4.155], [2.917, 4.454, 0.900], [3.243, 0.972, 0.583], [-0.828, -0.321, -0.284], [1.386, 0.161, -1.190], [-2.180, 3.407, -0.881], [2.775, -4.744, -4.801], [0.934, -3.361, 1.098], [2.839, -5.628, -2.861], [1.192, -1.100, 1.002], [-4.095, -3.326, 4.819], [0.980, 0.147, -4.865], [-1.054, 1.875, 0.279], [1.151, 2.424, -0.726], [2.526, 0.920, -3.605], [-1.179, -0.125, 2.297], [-5.423, -1.495, 4.595], [2.559, -4.720, -3.613], [1.791, 0.052, -3.955], [1.970, -3.520, -2.999], [-2.465, 0.032, 1.992], [1.556, -3.500, -1.673], [0.480, 4.667, -1.479], [1.776, -1.129, -3.100], [-1.866, -1.681, 3.984], [0.102, 3.196, -1.414], [-3.517, -0.582, 2.681], [-4.237, -2.170, 4.460], [1.087, -2.318, 0.494], [1.321, -2.298, -0.994], [1.447, -1.068, -1.701], [-1.159, 2.845, -0.615], [-3.193, -1.409, 3.699], [-0.881, -0.893, 3.349], [-0.070, 2.419, -2.712], [2.001, -2.324, -3.695], [1.566, -4.382, -1.105], [1.731, 3.046, -0.131], [-6.194, -2.009, 5.008], [0.165, -0.990, 3.607], [1.426, 4.789, -2.155], [-1.625, -2.421, 4.726], [0.758, 5.030, -0.486], [-0.303, 5.260, -1.844], [-0.411, 1.434, -2.416], [-2.576, 0.535, 1.046], [0.940, 2.389, -3.098], [-0.702, 2.918, -3.395], [-4.520, -0.310, 2.429], [2.295, -2.345, -4.746], [-5.606, -0.603, 4.201]],
  "charge": -1,
  "e_homo_ev": [-5.979, -5.979]
}

(3)
{
  "formula": "C14H15ClN2O5",
  "method": "wB97M-V/def2-TZVPD",
  "species": ["Cl", "O", "O", "O", "O", "O", "N", "N", "C", "C", "C", "C", "C", "C", "C", "C", "C", "C", "C", "C", "C", "C", "H", "H", "H", "H", "H", "H", "H", "H", "H", "H", "H", "H", "H", "H", "H"],
  "xyz": [[-2.393, 2.984, 0.598], [1.620, 1.402, 0.062], [1.458, 1.945, -4.626], [3.321, -1.357, 0.779], [-0.284, 1.207, 1.230], [-0.134, 3.054, -5.550], [1.181, -1.208, 1.504], [0.404, 2.537, -4.596], [-0.230, -2.920, 0.466], [-1.268, -2.689, 2.666], [0.222, -3.039, 2.813], [-0.270, 2.638, -3.320], [-0.325, 2.168, -0.963], [-1.497, 3.290, -3.244], [2.389, 0.841, 1.126], [-1.512, -2.457, 1.163], [0.869, -2.621, 1.490], [0.311, 1.545, 0.234], [-2.136, 3.383, -2.027], [-1.562, 2.824, -0.886], [2.357, -0.705, 1.109], [0.316, 2.083, -2.194], [1.803, -3.147, 1.281], [0.352, -4.112, 2.946], [-1.682, -1.397, 0.967], [3.413, 1.173, 0.951], [2.017, 1.211, 2.087], [-3.086, 3.886, -1.943], [-1.517, -1.794, 3.235], [-2.383, -3.001, 0.803], [1.269, 1.582, -2.279], [-0.261, -3.994, 0.282], [-1.927, 3.713, -4.140], [-1.890, -3.499, 3.044], [0.686, -2.535, 3.660], [0.426, -0.581, 1.752], [-0.057, -2.412, -0.481]],
  "smiles": "O=C(COC(=O)c1cc([N+](=O)[O-])ccc1Cl)NC1CCCC1",
  "e_homo_ev": -9.665
}

(4)
{
  "formula": "C3H13NO3",
  "method": "wB97M-V/def2-TZVPD",
  "species": ["O", "O", "O", "N", "C", "C", "C", "H", "H", "H", "H", "H", "H", "H", "H", "H", "H", "H", "H", "H"],
  "xyz": [[-4.059, -0.639, -3.573], [1.417, -3.202, -2.805], [0.093, 2.572, -0.930], [0.635, 0.705, 1.601], [1.112, -0.541, 1.958], [0.253, 1.658, 2.608], [1.423, -1.569, 1.167], [0.337, 3.478, -1.229], [1.641, -2.552, 1.550], [0.952, 2.437, 2.937], [0.603, 0.987, 0.639], [0.969, -0.684, 3.023], [-0.846, 2.580, -1.146], [0.049, 1.113, 3.535], [0.614, -3.626, -2.605], [-3.092, -0.554, -3.667], [-0.695, 2.117, 2.317], [1.295, -2.261, -2.842], [-4.323, -0.581, -2.648], [1.624, -1.438, 0.109]],
  "smiles": "C=CNC.O.O.O",
  "e_homo_ev": -7.588,
  "e_above_lowest_ev": 1.614
}

Across the entries above, E takes the values -227584.6985 -100778.3754 -40499.7352 -10953.1578 eV, respectively.